(w)
Formula: C3H10N2O
Source: the OMol25 dataset
Level of theory: wB97M-V/def2-TZVPD

Output
- gap between HOMO and LUMO (eV) = 9.610
- SMILES = C=CO.NCN
- lowest unoccupied orbital energy (Eh) = 0.0352

Each line ends with the natural charge from an NBO analysis.
Geometry (Å):
C: -3.803 0.954 -2.884  -0.5771
C: -2.585 0.813 -2.329  0.1767
O: -2.370 1.037 -1.030  -0.6694
H: -3.898 1.426 -3.838  0.2199
H: -4.722 0.761 -2.268  0.1913
H: -1.640 0.541 -2.846  0.1857
H: -3.168 0.847 -0.568  0.4732
N: 1.993 -1.133 2.822  -0.8695
C: 1.911 -0.714 1.390  -0.0694
N: 3.221 -0.143 0.769  -0.8300
H: 2.257 -0.309 3.473  0.3643
H: 2.586 -1.908 3.046  0.3566
H: 0.977 0.045 1.435  0.1841
H: 1.630 -1.439 0.618  0.1935
H: 3.855 0.220 1.487  0.3396
H: 3.756 -0.999 0.722  0.3306



(x)
Formula: C3H10N2O
Source: the OMol25 dataset
Level of theory: wB97M-V/def2-TZVPD

Output
- gap between HOMO and LUMO (eV) = 9.879
- lowest unoccupied orbital energy (Eh) = 0.0344

Each line ends with the natural charge from an NBO analysis.
Geometry (Å):
C: -0.959 -0.130 -0.085  -0.3772
C: 1.274 -1.153 -1.122  -0.4376
C: -1.552 1.181 0.394  -0.6516
N: 0.809 0.120 -0.586  -0.2293
N: 1.450 0.470 0.532  -0.1719
O: 1.123 -0.325 1.622  -0.5789
H: 0.088 -0.467 1.434  0.4411
H: 1.260 1.446 0.760  0.3312
H: -1.271 -0.340 -1.107  0.2149
H: -1.331 -1.007 0.464  0.2024
H: 0.712 -1.360 -2.030  0.1994
H: 1.178 -1.987 -0.421  0.1872
H: 2.326 -1.032 -1.386  0.2147
H: -1.069 2.025 -0.100  0.2216
H: -1.420 1.319 1.470  0.2067
H: -2.617 1.240 0.162  0.2272



(y)
Formula: C3H10N2O
Source: the OMol25 dataset
Level of theory: wB97M-V/def2-TZVPD

Output
- gap between HOMO and LUMO (eV) = 9.576
- SMILES = NC[C@@H](N)CO
- lowest unoccupied orbital energy (Eh) = 0.0407

Each line ends with the natural charge from an NBO analysis.
Geometry (Å):
N: -1.813 1.014 0.298  -0.9152
C: -0.513 0.523 0.764  -0.2675
C: 0.412 0.151 -0.455  -0.0617
N: 1.661 0.977 -0.548  -0.8966
C: 0.686 -1.483 -0.094  -0.0853
O: -0.628 -2.021 0.217  -0.7590
H: -2.696 0.762 0.737  0.3882
H: -1.885 1.734 -0.506  0.3919
H: -0.526 -0.231 1.536  0.2273
H: 0.068 1.407 1.237  0.1832
H: -0.117 0.177 -1.497  0.2019
H: 2.326 0.656 0.146  0.3617
H: 2.165 1.287 -1.494  0.3957
H: 0.928 -2.113 -1.037  0.1894
H: 1.270 -1.512 0.777  0.1678
H: -1.337 -1.328 -0.081  0.4781



Which of them is the most stable, and which is the least stable? (y) and (x), in that order.